Record 1
{"formula": "C4H13NO2", "method": "the ωB97M-V functional and the def2-TZVPD basis", "charge": 1, "spin_multiplicity": 2, "lumo_energy_ev": [-3.37, -9.06], "elements": ["N", "C", "C", "C", "C", "H", "H", "H", "H", "H", "H", "H", "H", "H", "H", "H", "O", "H", "H", "O"], "positions_angstrom": [[0.788, -0.505, 0.456], [1.680, -0.702, -0.746], [1.356, 0.679, -1.503], [-0.107, 0.890, -1.196], [-0.519, -0.015, -0.047], [0.607, -1.448, 0.826], [2.696, -0.655, -0.355], [1.418, -1.598, -1.294], [1.830, 1.514, -0.962], [1.755, 0.559, -2.510], [-0.546, 1.894, -1.051], [-0.741, 0.615, -2.046], [-1.044, 0.453, 0.800], [-1.209, -0.739, -0.533], [1.952, -0.159, 2.538], [3.219, -0.796, 3.135], [2.257, -0.793, 3.203], [-4.955, -0.292, 0.932], [-5.278, 0.503, -0.299], [-5.159, 0.595, 0.655]], "forces_ev_per_a": [[-2.7864, -4.3392, -3.3602], [0.4652, 4.4302, 1.2171], [0.8740, -0.9638, 1.5273], [-2.6396, 0.6314, -1.6261], [1.4680, 1.9824, 0.5406], [0.6413, 0.4974, 1.6171], [0.1695, -0.6609, -0.3966], [-0.1708, -0.4178, 0.2036], [0.6733, -0.5612, -0.4073], [-0.6588, 0.5912, -0.1029], [1.2019, 0.0248, 0.2117], [0.1920, -0.3816, -0.1720], [-0.1490, -0.0680, -0.2874], [0.6757, -0.8468, 1.0478], [0.2959, 0.0735, 0.4717], [-0.0052, 0.0334, 0.0811], [-0.2618, 0.0067, -0.5493], [-0.0164, -0.5546, 0.3824], [-0.1529, 0.1891, 0.1451], [0.1842, 0.3339, -0.5436]], "mulliken_spin": [0.7413, 0.0163, 0.0025, 0.0064, 0.0117, -0.0061, 0.0131, 0.0427, 0.0032, 0.0000, 0.0037, 0.0125, 0.0456, 0.0905, -0.0023, -0.0003, 0.0193, 0.0000, 0.0000, 0.0000]}



Record 2
{"formula": "C4H13NO2", "method": "the ωB97M-V functional and the def2-TZVPD basis", "charge": 1, "spin_multiplicity": 2, "lumo_energy_ev": [-4.37, -7.77], "elements": ["C", "C", "C", "N", "C", "H", "H", "H", "H", "H", "H", "H", "H", "H", "H", "H", "O", "H", "H", "O"], "positions_angstrom": [[-1.832, -1.433, -0.998], [-0.871, -1.260, 0.127], [0.037, -0.315, -0.284], [1.303, -0.136, 0.375], [1.708, 1.297, 0.093], [-2.371, -2.390, -0.778], [-2.601, -0.779, -1.167], [-1.192, -1.674, -1.914], [-1.288, -1.876, 0.880], [-0.052, 0.078, -1.390], [1.116, -0.219, 1.401], [0.978, 1.894, -0.400], [2.132, 1.692, 1.002], [2.622, 1.121, -0.643], [1.308, 0.835, -3.867], [1.945, 0.606, -5.136], [1.010, 0.559, -4.729], [-1.780, 0.127, 4.770], [-1.844, 1.549, 5.427], [-1.303, 0.722, 5.424]], "forces_ev_per_a": [[1.6398, -4.8986, -0.5231], [-2.4127, 1.2273, -3.0278], [4.5820, -0.9283, 0.3707], [-5.6151, 2.8367, -0.1962], [4.4173, -2.2275, -1.6750], [0.2510, 0.6274, -0.4004], [-1.5488, 2.3457, -0.4823], [-1.1832, 0.6905, 0.7508], [1.3587, -0.0758, 1.9312], [0.2390, -0.5161, 2.5587], [0.7576, -0.7454, -0.8493], [-0.6547, 0.2921, 0.0202], [-0.1277, 0.4055, 0.1337], [-1.7175, 0.9513, 1.3836], [-0.4383, 0.2799, 0.9100], [-2.3035, -0.3424, 0.0841], [2.7757, 0.0792, -0.9739], [0.8046, 1.1364, 1.3690], [0.6264, -0.9948, 0.0661], [-1.4507, -0.1430, -1.4500]], "mulliken_spin": [-0.0034, 0.3127, 0.2371, 0.3325, 0.0148, 0.0032, 0.0386, 0.0404, -0.0053, 0.0120, 0.0017, -0.0038, 0.0073, 0.0121, 0.0001, 0.0000, 0.0000, 0.0000, 0.0000, 0.0000]}



Record 3
{"formula": "C4H13NO2S", "method": "the ωB97M-V functional and the def2-TZVPD basis", "lumo_energy_ev": 0.56, "elements": ["C", "N", "C", "C", "O", "C", "S", "H", "H", "H", "H", "H", "H", "H", "H", "H", "H", "H", "O", "H", "H"], "positions_angstrom": [[0.317, -0.622, -1.530], [-0.478, -0.580, -0.289], [-0.259, 0.580, 0.562], [-1.017, 1.811, -0.010], [-2.057, 2.251, 0.854], [1.210, 0.914, 0.836], [1.417, 1.752, 2.441], [0.038, -1.535, -2.043], [0.010, 0.229, -2.140], [1.397, -0.616, -1.355], [-0.393, -1.460, 0.206], [-0.754, 0.391, 1.504], [-0.346, 2.673, -0.090], [-1.344, 1.575, -1.027], [-2.875, 1.773, 0.681], [1.696, 1.502, 0.063], [1.811, 0.002, 0.895], [1.847, 2.942, 2.016], [-0.259, -4.208, -0.689], [-0.074, -5.078, -1.080], [0.114, -4.294, 0.196]], "forces_ev_per_a": [[-0.7165, 0.0291, 0.7729], [0.1824, -0.2186, -0.4063], [-0.2014, 0.4654, -0.6305], [0.5334, 0.1147, 0.2576], [-0.2571, -0.0168, -0.2643], [0.4778, -0.3950, 0.3055], [0.0263, 0.0604, 0.0739], [0.1092, -0.0940, -0.2066], [0.2799, -0.0182, -0.1489], [0.0302, 0.0851, -0.1745], [0.0781, 0.2050, 0.0439], [-0.0187, -0.2108, 0.3791], [-0.0219, -0.1293, 0.0698], [-0.3150, 0.0282, 0.1515], [0.2054, -0.0888, -0.0827], [-0.1974, 0.1932, -0.1408], [-0.1920, -0.0694, 0.0833], [-0.0230, 0.0341, -0.1077], [0.2371, -0.5197, -0.0105], [-0.1601, 0.4405, 0.0244], [-0.0567, 0.1047, 0.0109]], "lowdin_charge": [-0.1120, -0.0919, -0.4227, -0.2228, -0.0666, -0.5396, 0.7200, 0.0704, 0.0746, 0.0706, 0.0928, 0.1192, 0.1142, 0.1119, 0.0887, 0.0738, 0.0631, -0.1558, -0.0647, 0.0438, 0.0329]}



Record 4
{"formula": "C4H13NO3", "method": "the ωB97M-V functional and the def2-TZVPD basis", "charge": -1, "spin_multiplicity": 2, "lumo_energy_ev": [3.75, 3.33], "elements": ["C", "N", "C", "C", "C", "O", "H", "H", "H", "H", "H", "H", "H", "H", "H", "H", "H", "O", "H", "H", "O"], "positions_angstrom": [[-0.485, 0.444, -1.481], [0.279, 0.865, -0.412], [1.203, 1.995, -0.578], [0.819, -0.191, 0.478], [1.121, -1.499, 0.097], [1.216, -2.584, 0.674], [-1.063, -0.385, -1.015], [-1.088, 1.371, -1.731], [-0.100, 0.297, -2.472], [0.809, 2.559, -1.414], [2.249, 1.529, -0.816], [1.276, 2.508, 0.426], [0.847, 0.119, 1.567], [3.109, 1.217, -1.033], [1.170, -1.493, -1.061], [-1.000, -2.342, 0.512], [-2.025, -2.276, 1.673], [-1.960, -2.311, 0.730], [-1.363, -0.132, 1.805], [-2.889, -0.016, 1.810], [-2.126, 0.327, 2.238]], "forces_ev_per_a": [[-2.8215, 1.3860, -0.4050], [4.4268, -0.2234, 2.5918], [-3.4648, -0.9161, 1.6374], [-0.4874, 0.4489, 1.6424], [-0.9150, 2.6040, -2.8877], [0.2939, -1.1260, 1.3057], [-0.1635, 0.4269, -1.3297], [-0.5560, -0.9607, 0.2551], [1.1509, -1.1619, -0.4847], [0.3118, 0.8249, -0.0289], [0.3584, 0.2385, -0.2148], [0.2551, -0.1672, -1.2575], [-0.0954, -0.3329, -1.1602], [1.4618, -0.6036, -0.3572], [0.0279, -0.3486, 0.6999], [-0.4424, -0.0746, 0.4954], [0.2679, -0.0482, 0.8329], [0.2840, -0.0909, -1.2433], [-0.6612, 0.5897, 0.1756], [-0.8152, -0.4773, -0.7101], [1.5838, 0.0128, 0.4428]], "mulliken_spin": [-0.0225, 0.0775, 0.2205, 0.0007, 0.0349, 0.0191, 0.0257, -0.0060, 0.0169, -0.0100, 0.1663, -0.0090, 0.0011, 0.4825, -0.0028, -0.0001, -0.0007, 0.0012, 0.0041, -0.0001, 0.0009]}



Record 5
{"formula": "C4H13NO3", "method": "the ωB97M-V functional and the def2-TZVPD basis", "lumo_energy_ev": -2.05, "elements": ["N", "C", "C", "C", "C", "H", "H", "H", "H", "H", "H", "H", "H", "H", "O", "H", "H", "O", "H", "H", "O"], "positions_angstrom": [[1.589, -0.116, 1.869], [0.762, 0.506, 1.142], [1.166, 0.849, -0.259], [-1.582, 1.152, 0.457], [-0.662, 0.675, 1.392], [1.025, -1.680, 1.082], [1.440, 0.068, 2.866], [1.532, -0.076, -0.704], [2.007, 1.540, -0.282], [-1.435, 2.195, 0.179], [-1.502, 0.560, -0.573], [-1.012, 0.181, 2.307], [0.028, -0.466, -2.329], [0.350, 1.191, -0.902], [0.495, -1.328, -2.244], [-2.596, 1.043, 0.809], [-1.889, 0.801, -2.433], [-1.329, 0.385, -1.775], [1.251, -3.116, 0.504], [-0.233, -1.862, -1.937], [0.595, -2.504, 0.830]], "forces_ev_per_a": [[1.2706, 1.3056, 1.3370], [-0.1827, 1.0159, -2.0103], [0.3976, -0.3826, -0.4899], [-0.0978, 2.3198, 5.7415], [-1.1853, 0.0126, 0.4030], [0.5049, -0.4278, -0.1027], [-0.6780, -1.1225, 0.0170], [0.0324, -0.0227, -0.1779], [-0.0517, 0.1188, 0.2871], [0.5068, -0.3826, -1.0905], [0.1680, -0.9903, -4.3748], [-0.0712, -0.2650, -0.5171], [0.2282, -0.5349, 0.0784], [0.4655, 0.0588, 0.3423], [0.4242, 0.2907, -0.5768], [-0.3664, -0.2096, 0.0184], [-0.5585, 0.2908, 0.3721], [-0.0676, -0.4212, 0.4628], [0.3481, 0.0623, -0.1209], [-0.2035, -0.4829, 0.2524], [-0.8835, -0.2333, 0.1489]], "lowdin_charge": [0.1455, -0.4183, -0.0298, -0.0727, 0.0276, -0.0388, 0.0891, 0.0807, 0.0945, 0.1293, 0.0040, 0.1312, -0.0124, 0.0559, -0.1065, 0.0976, 0.0386, -0.2121, 0.0380, 0.0167, -0.0583]}



Quick rundown of energy relative to the best compared isomer or geometry (same formula, charge and spin), same order as above: 228.8 318.5 88.1 385.8 522.8 kJ/mol